No. 1
Entry from OMol25: a structure of composition C57H72BiFN9O12Se (ωB97M-V/def2-TZVPD).

Properties
- ΔE to the lowest compared entry with this formula, charge and spin (kcal/mol) = 19.7
- orbital gap (eV) = 4.02
- 2S+1 = 1
- net charge = -1

XYZ file:
```
153
C57H72BiFN9O12Se | OMol25 | ωB97M-V/def2-TZVPD
Bi 0.679 -0.878 0.913
C 2.079 2.418 -6.389
C 2.170 3.195 -5.067
C 3.502 3.958 -5.025
C 1.035 4.218 -5.038
C 2.101 2.229 -3.886
C 1.130 2.295 -2.906
C 1.142 1.422 -1.822
Se -0.281 1.530 -0.549
C 0.369 2.876 0.639
C 0.321 4.196 0.213
C 0.776 5.222 1.020
C 1.190 4.854 2.303
C 1.206 3.558 2.794
C 0.888 2.477 1.898
O 1.097 1.232 2.183
C 1.639 3.357 4.256
C 1.113 4.500 5.140
C 3.174 3.348 4.325
C 1.107 2.066 4.887
C 0.829 6.684 0.581
C 2.282 7.179 0.624
C -0.023 7.549 1.521
C 0.307 6.872 -0.843
C 2.134 0.438 -1.663
O 2.215 -0.326 -0.595
C 3.082 0.295 -2.723
C 3.044 1.201 -3.767
C 4.069 -0.878 -2.725
C 4.962 -0.875 -3.969
C 3.280 -2.199 -2.722
C 4.994 -0.829 -1.500
H 2.112 3.105 -7.241
H 2.906 1.713 -6.495
H 1.148 1.850 -6.437
H 3.574 4.655 -5.867
H 3.588 4.527 -4.096
H 4.351 3.274 -5.076
H 1.131 4.898 -5.888
H 0.057 3.734 -5.103
H 1.058 4.817 -4.125
H 0.336 3.029 -2.958
H -0.063 4.399 -0.780
H 1.514 5.647 2.968
H 1.546 5.472 4.894
H 0.026 4.581 5.058
H 1.362 4.292 6.184
H 3.586 4.300 3.979
H 3.514 3.177 5.353
H 3.585 2.557 3.694
H 0.023 1.981 4.779
H 1.544 1.193 4.424
H 1.352 2.065 5.954
H 2.701 7.089 1.628
H 2.907 6.588 -0.050
H 2.343 8.231 0.324
H 0.336 7.490 2.551
H 0.008 8.600 1.212
H -1.063 7.215 1.511
H 0.891 6.296 -1.564
H -0.739 6.566 -0.930
H 0.373 7.928 -1.122
H 3.785 1.106 -4.552
H 4.379 -0.967 -4.890
H 5.576 0.027 -4.035
H 5.636 -1.734 -3.917
H 2.629 -2.250 -3.599
H 3.971 -3.047 -2.757
H 2.672 -2.303 -1.826
H 5.536 0.121 -1.455
H 4.413 -0.942 -0.589
H 5.725 -1.641 -1.552
C -6.940 -3.504 2.928
C -5.768 -4.030 2.110
N -4.722 -3.037 1.927
C -3.620 -3.080 2.740
C -2.568 -2.245 2.668
C -1.252 -2.648 3.322
O -1.249 -3.143 4.445
O -0.306 -2.535 2.485
C -2.652 -1.088 1.804
O -1.851 -0.157 1.793
C -3.787 -1.107 0.859
C -3.763 -0.194 -0.191
C -4.716 -0.267 -1.162
F -4.641 0.542 -2.251
C -5.732 -1.213 -1.108
C -5.790 -2.093 -0.044
C -4.785 -2.086 0.930
N -6.696 -1.367 -2.153
C -6.575 -2.553 -2.986
C -8.006 -3.061 -3.263
N -8.923 -1.900 -2.983
C -8.420 -0.665 -3.674
C -7.138 -0.226 -2.929
H -7.712 -4.269 3.035
H -7.383 -2.624 2.456
H -6.605 -3.213 3.925
H -6.098 -4.384 1.132
H -5.314 -4.889 2.599
H -3.586 -3.913 3.434
H -2.933 0.498 -0.262
H -6.609 -2.799 -0.006
H -5.996 -3.311 -2.468
H -6.059 -2.336 -3.930
H -8.305 -3.869 -2.598
H -8.165 -3.361 -4.297
H -8.828 -1.719 -1.978
H -9.890 -2.114 -3.211
H -9.202 0.089 -3.660
H -8.224 -0.954 -4.705
H -7.343 0.601 -2.252
H -6.410 0.120 -3.667
O -2.662 -2.672 -0.985
C -1.445 -2.631 -0.779
O -0.742 -1.549 -0.788
C -0.716 -3.940 -0.577
C -1.443 -5.075 -0.829
C -0.869 -6.343 -0.752
C 0.474 -6.488 -0.450
C 1.218 -5.358 -0.218
C 0.672 -4.020 -0.182
O 1.375 -3.047 0.211
N 2.642 -5.577 0.032
O 3.437 -4.770 -0.405
O 2.968 -6.630 0.568
N -1.671 -7.512 -1.015
O -1.148 -8.614 -0.924
O -2.863 -7.361 -1.261
H -2.481 -4.958 -1.096
H 0.935 -7.461 -0.401
C 3.818 -0.223 2.257
N 2.909 -1.389 2.303
C 3.672 -2.607 1.957
N 4.806 -2.799 2.866
C 5.661 -1.614 2.798
N 4.951 -0.387 3.170
C 4.419 -0.560 4.526
N 3.532 -1.720 4.636
C 2.421 -1.551 3.696
C 4.285 -2.909 4.231
H 3.240 0.662 2.521
H 4.184 -0.107 1.236
H 4.028 -2.530 0.931
H 3.003 -3.462 2.016
H 6.036 -1.508 1.777
H 6.509 -1.751 3.474
H 3.864 0.338 4.804
H 5.255 -0.688 5.219
H 1.840 -0.669 3.962
H 1.759 -2.415 3.736
H 3.629 -3.780 4.291
H 5.123 -3.049 4.918
```

=====

No. 2
Entry from OMol25: a structure of composition C21H16Cl2HfN3O2S3Te (ωB97M-V/def2-TZVPD).

Properties
- ΔE to the lowest compared entry with this formula, charge and spin (kcal/mol) = 25.2
- orbital gap (eV) = 7.47
- 2S+1 = 1
- net charge = +1

XYZ file:
```
49
C21H16Cl2HfN3O2S3Te | OMol25 | ωB97M-V/def2-TZVPD
Hf 0.433 0.561 -1.209
Cl 0.459 1.233 -3.942
C 1.691 0.170 -4.544
C 1.622 -0.279 -5.850
C 2.579 -1.171 -6.303
C 3.587 -1.593 -5.455
C 3.649 -1.129 -4.150
Cl 4.892 -1.688 -3.111
C 2.687 -0.234 -3.652
S 2.804 0.350 -1.995
H 0.830 0.061 -6.497
H 2.530 -1.543 -7.314
H 4.332 -2.288 -5.806
N -2.962 -0.600 5.645
C -2.079 -0.614 4.624
C -2.417 -0.093 3.359
C -1.504 -0.130 2.331
C -0.248 -0.686 2.540
C 0.120 -1.179 3.784
C -0.784 -1.128 4.821
S 0.773 -0.890 1.138
O 1.778 -1.888 1.258
O 1.274 0.449 0.671
N -0.272 -1.179 -0.087
C 0.123 -1.998 -1.088
S 0.597 -3.646 -0.979
C 0.724 -3.677 -2.708
C 0.425 -2.473 -3.237
N 0.105 -1.502 -2.320
H -3.933 -0.415 5.462
H -2.737 -1.109 6.483
H -3.405 0.309 3.193
H -1.766 0.238 1.348
H 1.102 -1.609 3.898
H -0.519 -1.508 5.797
H 0.992 -4.582 -3.214
H 0.417 -2.215 -4.281
Te -1.708 2.216 -1.487
C -1.595 2.926 0.548
C -0.359 2.939 1.182
C -0.263 3.306 2.514
C -1.398 3.692 3.209
C -2.617 3.752 2.553
C -2.723 3.362 1.228
H 0.550 2.703 0.619
H 0.705 3.303 2.994
H -1.324 3.973 4.249
H -3.497 4.098 3.072
H -3.669 3.406 0.708
```

=====

No. 3
Entry from OMol25: a structure of composition C11H12N4OPtS7 (ωB97M-V/def2-TZVPD).

Properties
- orbital gap (alpha / beta) (eV) = 6.88 / 5.92
- 2S+1 = 3
- net charge = 0

XYZ file:
```
36
C11H12N4OPtS7 | OMol25 | ωB97M-V/def2-TZVPD
Pt 0.356 0.069 -0.080
O 6.121 -3.415 -0.304
C 5.033 -2.918 -0.224
S 3.914 -2.771 -1.591
C 2.619 -1.956 -0.728
C 2.827 -1.699 0.587
S 1.705 -0.900 1.629
S 4.362 -2.222 1.266
S 1.183 -1.539 -1.590
N 3.481 1.630 -0.307
C 2.468 2.507 -0.185
N 1.213 2.169 -0.230
C 0.362 3.247 -0.165
C 0.982 4.445 -0.057
S 2.699 4.233 -0.042
C -1.063 2.960 -0.217
C -2.076 3.854 -0.241
S -3.596 3.039 -0.310
C -2.746 1.509 -0.306
N -1.447 1.630 -0.252
N -3.397 0.337 -0.395
H 3.232 0.649 -0.238
H 4.411 1.891 -0.035
H 0.551 5.429 0.018
H -2.029 4.929 -0.227
H -4.389 0.317 -0.250
H -2.838 -0.486 -0.155
C -3.124 -2.739 1.790
S -1.695 -2.336 0.741
C -2.176 -3.231 -0.761
H -4.047 -2.351 1.359
H -2.944 -2.266 2.753
H -3.185 -3.818 1.917
H -2.135 -4.302 -0.575
H -1.453 -2.957 -1.525
H -3.180 -2.938 -1.070
```

=====

No. 4
Entry from OMol25: an isolated molecule of C3H6N2 (ωB97M-V/def2-TZVPD).

Properties
- ΔE to the lowest compared entry with this formula, charge and spin (kcal/mol) = 54.8
- orbital gap (eV) = 10.32
- SMILES = [H]/N=C/N1CC1
- 2S+1 = 1
- net charge = 0

XYZ file:
```
11
C3H6N2 | OMol25 | ωB97M-V/def2-TZVPD
H -2.160 -1.617 -1.092
N -1.312 -1.376 -0.647
C -1.101 -0.131 -0.726
N 0.190 0.333 -0.451
C 0.710 1.084 0.837
C 1.144 -0.334 0.362
H -1.731 0.555 -1.290
H 1.293 1.859 0.370
H 0.021 1.062 1.659
H 0.770 -1.120 1.012
H 2.178 -0.314 -0.034
```

=====

Q: Which calculated total energy values were calculated for the entries above? A: -6326.77688; -3555.45367; -3627.30022; -227.33756, in hartree.
Q: Which max |F| values were calculated for the entries above? A: 0.0119; 0.0477; 0.0144; 0.0866, in Eh/bohr.